# 1
{
  "formula": "C21H27N3O4S",
  "method": "ωB97M-V with the def2-TZVPD basis set",
  "symbols": ["S", "O", "O", "O", "O", "N", "N", "N", "C", "C", "C", "C", "C", "C", "C", "C", "C", "C", "C", "C", "C", "C", "C", "C", "C", "C", "C", "C", "C", "H", "H", "H", "H", "H", "H", "H", "H", "H", "H", "H", "H", "H", "H", "H", "H", "H", "H", "H", "H", "H", "H", "H", "H", "H", "H", "H"],
  "coordinates": [[-0.57, 2.01, -1.84], [4.13, -0.35, 0.85], [-4.59, -0.78, 1.23], [-0.37, 3.39, -2.15], [-0.99, 1.12, -2.88], [-1.16, -3.33, -2.24], [-2.43, -0.56, 0.64], [-1.68, 1.84, -0.57], [-1.63, -2.53, -1.30], [2.96, 1.66, 0.10], [2.12, -0.58, -0.31], [6.18, 0.81, 0.17], [-0.53, -4.43, -1.87], [-2.35, 2.50, 1.68], [-3.96, 1.27, 0.16], [1.02, -0.03, -0.94], [5.25, 0.39, 1.30], [-3.06, 1.68, -1.00], [3.10, 0.28, 0.22], [2.30, -2.06, -0.19], [-3.70, -0.13, 0.72], [-2.03, -1.86, 1.13], [-0.33, -4.79, -0.55], [-3.82, 2.30, 1.30], [-1.49, -2.78, 0.07], [1.85, 2.19, -0.54], [-0.82, -3.94, 0.43], [-1.53, 2.87, 0.44], [0.89, 1.35, -1.05], [1.56, -2.58, -0.79], [-1.96, 1.58, 2.11], [-0.47, 2.93, 0.69], [-2.93, -2.30, 1.56], [-1.28, -1.74, 1.92], [-0.17, -5.05, -2.68], [3.71, 2.33, 0.49], [4.93, 1.26, 1.89], [-4.24, 3.25, 0.96], [5.67, 1.46, -0.53], [2.20, -2.36, 0.85], [7.04, 1.32, 0.57], [-1.85, 3.84, 0.05], [1.74, 3.26, -0.67], [-2.27, 3.30, 2.42], [-0.69, -4.18, 1.48], [6.51, -0.07, -0.38], [-4.99, 1.27, -0.18], [3.29, -2.34, -0.52], [5.77, -0.30, 1.97], [-3.43, 2.63, -1.43], [-2.14, -1.64, -1.65], [0.27, -0.66, -1.39], [0.18, -5.70, -0.29], [-3.06, 0.94, -1.80], [-4.39, 1.97, 2.16], [-1.74, 0.03, 0.19]],
  "mol_weight_g_mol": 417.5,
  "e_lumo_ev": 0.512,
  "homo_energy_ha": -0.333,
  "smiles": "CCOc1ccc(S(=O)(=O)N2CCC[C@H](C(=O)NCc3cccnc3)C2)cc1C",
  "gap_ha": 0.352,
  "de_lowest_kcal_mol": 45.7
}

=====

# 2
{
  "formula": "C21H27N3O4S",
  "method": "ωB97M-V with the def2-TZVPD basis set",
  "symbols": ["S", "O", "O", "O", "O", "N", "N", "N", "C", "C", "C", "C", "C", "C", "C", "C", "C", "C", "C", "C", "C", "C", "C", "C", "C", "C", "C", "C", "C", "H", "H", "H", "H", "H", "H", "H", "H", "H", "H", "H", "H", "H", "H", "H", "H", "H", "H", "H", "H", "H", "H", "H", "H", "H", "H", "H"],
  "coordinates": [[-3.52, 3.48, -1.57], [-2.39, 0.78, 0.00], [1.22, -3.52, -0.21], [0.12, 3.00, 1.04], [4.19, -1.86, 1.55], [-0.77, -2.53, 0.30], [0.15, 2.39, -1.08], [-1.85, 0.25, -2.13], [-1.75, 3.73, -2.00], [-1.74, 4.60, 1.19], [-0.68, -1.95, -2.09], [3.15, -0.55, -0.22], [-0.85, 3.31, -0.90], [2.05, 1.04, 1.78], [2.31, 0.49, -0.55], [0.69, 2.23, 0.09], [0.45, -3.00, 0.58], [-0.34, -1.75, 2.46], [-0.87, 3.68, 0.41], [0.69, -2.81, 2.07], [1.71, 1.27, 0.44], [4.51, -2.88, 0.63], [-3.74, 1.67, -1.77], [-1.43, -2.68, -0.98], [-2.59, 0.87, -1.19], [-1.46, -1.96, 1.44], [-0.61, -0.44, -1.85], [2.91, 0.02, 2.11], [3.43, -0.82, 1.12], [-1.49, -3.74, -1.23], [-2.14, 5.37, 0.54], [1.72, -2.52, 2.28], [-1.53, 3.17, -2.91], [-2.08, 0.38, -3.10], [-2.57, 4.04, 1.62], [-1.68, 4.80, -2.19], [4.98, -3.67, 1.22], [-0.36, -0.25, -0.81], [3.61, -3.27, 0.15], [-1.94, -1.02, 1.17], [0.50, -3.77, 2.56], [-4.66, 1.46, -1.22], [3.16, -0.18, 3.14], [-2.22, -2.65, 1.81], [5.21, -2.53, -0.13], [-2.44, -2.28, -0.88], [-3.90, 1.47, -2.83], [-1.17, 5.05, 2.00], [2.09, 0.71, -1.58], [1.61, 1.65, 2.55], [0.33, -2.34, -2.13], [-0.69, -1.87, 3.49], [3.56, -1.16, -1.00], [0.17, 0.00, -2.48], [-1.17, -2.15, -3.05], [0.09, -0.76, 2.35]],
  "mol_weight_g_mol": 417.5,
  "e_lumo_ev": 0.576,
  "homo_energy_ha": -0.279,
  "smiles": "COc1ccc(-c2nc(CSCC(=O)NCCCN3CCCC3=O)c(C)o2)cc1",
  "gap_ha": 0.300,
  "de_lowest_kcal_mol": 24.4
}

=====

# 3
{
  "formula": "C21H27N3O6S",
  "method": "ωB97M-V with the def2-TZVPD basis set",
  "symbols": ["S", "O", "O", "O", "O", "O", "O", "N", "N", "N", "C", "C", "C", "C", "C", "C", "C", "C", "C", "C", "C", "C", "C", "C", "C", "C", "C", "C", "C", "C", "C", "H", "H", "H", "H", "H", "H", "H", "H", "H", "H", "H", "H", "H", "H", "H", "H", "H", "H", "H", "H", "H", "H", "H", "H", "H", "H", "H"],
  "coordinates": [[2.64, 3.21, 2.55], [2.25, 3.09, 3.93], [-4.73, -0.15, -0.41], [1.15, -3.64, -0.17], [-1.25, -0.15, 1.21], [1.11, -2.07, -1.77], [3.46, 4.33, 2.19], [-2.97, -1.40, -1.08], [3.33, 1.75, 2.08], [-2.23, 3.23, -0.86], [-1.10, 3.24, -0.08], [-2.61, 0.91, -0.42], [-3.12, -3.65, -0.18], [4.17, 1.13, 3.09], [-0.90, -2.56, -0.54], [1.18, 3.22, 1.52], [0.83, 4.37, 0.83], [0.55, -2.71, -0.92], [-2.93, 2.08, -1.01], [-1.66, -3.90, -0.56], [-3.74, -2.62, -1.12], [-2.67, 4.43, -1.54], [-1.52, 0.83, 0.54], [2.54, -3.88, -0.42], [2.74, -4.84, -1.58], [-3.53, -0.26, -0.63], [0.41, 2.09, 1.43], [-0.74, 2.08, 0.63], [3.93, 1.84, 0.77], [-0.30, 4.39, 0.04], [-1.60, -1.57, -1.48], [1.47, 5.23, 0.92], [-4.76, -2.38, -0.82], [3.80, -5.06, -1.70], [0.67, 1.19, 1.97], [-0.93, -2.15, 0.47], [-3.76, -3.01, -2.15], [3.03, -2.92, -0.63], [-3.68, -4.59, -0.24], [-3.17, -3.28, 0.84], [4.16, 0.84, 0.41], [-0.55, 5.29, -0.49], [3.67, 1.26, 4.05], [-1.60, -4.33, -1.56], [2.36, -4.40, -2.50], [-1.19, -4.59, 0.14], [5.16, 1.58, 3.14], [2.92, -4.30, 0.51], [2.21, -5.77, -1.39], [-3.80, 2.13, -1.65], [3.21, 2.31, 0.11], [-3.61, 4.23, -2.05], [-1.58, -1.97, -2.51], [-1.07, -0.62, -1.48], [4.85, 2.44, 0.79], [-2.84, 5.24, -0.82], [-1.94, 4.76, -2.27], [4.26, 0.06, 2.87]],
  "mol_weight_g_mol": 449.5,
  "e_lumo_ev": -0.104,
  "homo_energy_ha": -0.320,
  "smiles": "CCOC(=O)[C@@H]1CCCN(C(=O)c2cn(C)c3ccc(S(=O)(=O)N(C)C)cc3c2=O)C1",
  "gap_ha": 0.316,
  "de_lowest_kcal_mol": 9.4
}

=====

# 4
{
  "formula": "C21H27N3S",
  "method": "ωB97M-V with the def2-TZVPD basis set",
  "symbols": ["S", "N", "N", "N", "C", "C", "C", "C", "C", "C", "C", "C", "C", "C", "C", "C", "C", "C", "C", "C", "C", "C", "C", "C", "C", "H", "H", "H", "H", "H", "H", "H", "H", "H", "H", "H", "H", "H", "H", "H", "H", "H", "H", "H", "H", "H", "H", "H", "H", "H", "H", "H"],
  "coordinates": [[-2.58, -1.07, -2.26], [-2.49, -0.68, 2.75], [3.51, 1.56, -2.80], [-1.66, -1.11, 0.07], [1.58, 0.02, -3.08], [3.13, 1.87, -5.39], [-3.66, -0.56, 1.75], [-2.97, -1.45, 0.70], [-0.71, -1.02, 1.24], [-3.64, -2.58, 3.87], [-2.78, -3.44, 5.90], [-2.65, -1.42, 3.81], [4.10, 1.27, -4.05], [3.54, 3.94, -2.45], [-0.23, -0.14, -1.48], [0.42, -0.55, -2.69], [-3.92, -3.26, 4.79], [-1.58, -0.60, -1.15], [-1.26, -0.05, 2.34], [2.42, 0.96, -2.40], [0.21, 0.92, -1.08], [4.05, 2.82, -1.93], [-1.98, -2.36, 5.94], [-1.75, -1.51, 4.81], [1.42, 1.65, -1.46], [2.42, 4.10, -2.35], [-1.26, -2.22, 6.93], [-0.59, -0.11, 3.16], [-0.67, -2.09, 1.56], [0.04, -0.91, 0.68], [-3.42, 0.26, 1.34], [4.11, 0.13, -4.34], [-4.50, -0.83, 2.07], [0.20, -1.68, -3.33], [4.84, 1.70, -4.17], [5.03, 2.60, -2.25], [1.87, 2.58, -0.66], [2.24, -0.52, -3.94], [3.67, 4.20, -3.44], [-1.22, -0.58, 4.98], [2.17, 1.38, -5.05], [-4.57, -4.25, 4.76], [3.78, 2.49, -1.02], [3.07, 2.84, -5.09], [-3.76, -1.43, -0.44], [-2.83, -4.04, 6.78], [-1.32, 0.81, 1.98], [-0.29, 1.37, -0.13], [3.65, 1.44, -6.09], [3.88, 4.73, -1.69], [-4.11, -2.63, 3.11], [-2.95, -2.53, 0.90]],
  "mol_weight_g_mol": 353.5,
  "e_lumo_ev": 0.508,
  "homo_energy_ha": -0.259,
  "gap_ha": 0.278,
  "de_lowest_kcal_mol": 453.7
}

=====

# 5
{
  "formula": "C21H27NO2",
  "method": "ωB97M-V with the def2-TZVPD basis set",
  "symbols": ["O", "O", "N", "C", "C", "C", "C", "C", "C", "C", "C", "C", "C", "C", "C", "C", "C", "C", "C", "C", "C", "C", "C", "C", "H", "H", "H", "H", "H", "H", "H", "H", "H", "H", "H", "H", "H", "H", "H", "H", "H", "H", "H", "H", "H", "H", "H", "H", "H", "H", "H"],
  "coordinates": [[2.04, 2.66, 0.48], [4.60, 2.33, -0.72], [2.32, -0.56, -0.26], [0.16, 1.46, 1.48], [-0.94, -2.31, -1.08], [-5.00, -0.77, 0.45], [-3.69, -0.34, 0.56], [0.25, -1.87, -0.24], [-4.30, 1.78, -0.38], [0.75, 2.19, 0.46], [-0.02, 2.55, -0.65], [-5.97, 0.08, -0.07], [3.96, 1.30, -0.01], [-1.34, 2.15, -0.75], [3.05, 1.88, 1.09], [-1.93, 1.39, 0.26], [-3.32, 0.94, 0.15], [3.14, 0.40, -0.96], [2.21, -2.57, 1.12], [1.01, -3.07, 0.33], [-5.61, 1.35, -0.48], [-1.16, 1.06, 1.37], [3.09, -1.69, 0.24], [1.21, -1.02, -1.07], [1.35, -3.71, -0.48], [-6.36, 2.02, -0.88], [4.77, 0.73, 0.46], [3.92, 2.96, -0.97], [3.93, -1.31, 0.82], [2.48, 1.06, -1.54], [0.35, -3.66, 0.98], [0.72, 1.21, 2.37], [-2.94, -1.01, 0.96], [-6.99, -0.25, -0.15], [1.86, -1.98, 1.97], [3.63, 2.55, 1.73], [0.44, 3.13, -1.44], [-1.61, 0.51, 2.19], [0.67, -0.15, -1.45], [3.49, -2.29, -0.60], [2.64, 1.06, 1.67], [2.80, -3.40, 1.50], [1.56, -1.61, -1.94], [-1.62, -2.93, -0.50], [-5.27, -1.76, 0.77], [3.84, -0.08, -1.67], [-0.11, -1.26, 0.59], [-1.91, 2.41, -1.63], [-0.61, -2.89, -1.95], [-1.50, -1.45, -1.44], [-4.04, 2.78, -0.68]],
  "mol_weight_g_mol": 325.5,
  "e_lumo_ev": 0.833,
  "homo_energy_ha": -0.300,
  "smiles": "C[C@H]1CCCN(C[C@@H](O)COc2ccc(-c3ccccc3)cc2)C1",
  "gap_ha": 0.330,
  "de_lowest_kcal_mol": 20.0
}

=====

# 6
{
  "formula": "C21H28AlClN3O3",
  "method": "ωB97M-V with the def2-TZVPD basis set",
  "symbols": ["Cl", "Al", "O", "O", "O", "N", "N", "N", "C", "C", "C", "C", "C", "C", "C", "C", "C", "C", "C", "C", "C", "C", "C", "C", "C", "C", "C", "C", "C", "H", "H", "H", "H", "H", "H", "H", "H", "H", "H", "H", "H", "H", "H", "H", "H", "H", "H", "H", "H", "H", "H", "H", "H", "H", "H", "H", "H"],
  "coordinates": [[0.25, 2.77, 2.37], [0.02, 0.93, 0.59], [-3.36, 1.24, -1.78], [3.92, -0.50, 0.97], [-1.06, -0.31, 4.41], [1.68, -0.35, 0.92], [-1.87, 0.75, -0.18], [-0.68, -0.06, 2.07], [2.47, 0.86, -2.45], [2.98, 1.51, -0.02], [0.23, 1.39, -3.30], [1.94, -1.80, 1.11], [1.52, 0.86, -3.48], [3.42, -1.78, 1.51], [2.09, 1.31, -1.19], [3.84, 0.36, -2.65], [-3.74, 0.29, 1.34], [-2.52, -1.59, 0.22], [-0.12, 1.82, -2.03], [-0.76, 1.48, -4.39], [-3.89, 0.04, -1.13], [1.12, -2.45, 2.20], [-2.23, 1.53, -1.18], [-0.87, -0.17, 3.26], [2.86, 0.22, 0.68], [-1.34, 2.59, -1.70], [1.72, -2.50, -0.22], [-3.01, -0.17, 0.10], [0.71, 1.24, -1.09], [4.03, 1.68, -0.33], [-1.97, -1.88, -0.68], [3.54, -1.73, 2.60], [4.02, -2.58, 1.08], [-1.80, 3.07, -2.57], [0.67, -2.45, -0.50], [0.05, -2.46, 1.95], [-4.94, 0.23, -0.91], [-1.18, 3.33, -0.90], [2.65, 2.31, 0.64], [-0.98, 2.52, -4.67], [-4.03, 1.35, 1.23], [1.80, 0.50, -4.46], [-1.86, -1.69, 1.09], [-3.10, 0.19, 2.22], [-3.80, -0.78, -1.85], [4.61, 1.11, -2.41], [4.06, -0.53, -2.03], [-4.64, -0.32, 1.46], [3.97, 0.06, -3.70], [1.46, -3.48, 2.31], [-1.72, 1.01, -4.12], [2.33, -2.04, -1.01], [-3.38, -2.26, 0.36], [-0.38, 0.97, -5.28], [2.02, -3.55, -0.11], [1.27, -1.92, 3.15], [0.06, 2.44, 1.14]],
  "mol_weight_g_mol": 432.9,
  "e_lumo_ev": [2.798, 2.798],
  "charge": -1,
  "homo_energy_ha": [-0.024, -0.025],
  "gap_ha": [0.127, 0.128]
}

=====

# 7
{
  "formula": "C21H28AsIrN3Te",
  "method": "ωB97M-V with the def2-TZVPD basis set",
  "symbols": ["Ir", "Te", "As", "N", "N", "N", "C", "C", "C", "C", "C", "C", "C", "C", "C", "C", "C", "C", "C", "C", "C", "C", "C", "C", "C", "C", "C", "H", "H", "H", "H", "H", "H", "H", "H", "H", "H", "H", "H", "H", "H", "H", "H", "H", "H", "H", "H", "H", "H", "H", "H", "H", "H", "H", "H"],
  "coordinates": [[0.68, 0.95, 0.00], [0.74, 3.37, -1.32], [-1.42, -0.39, -0.47], [2.78, 0.25, -0.20], [0.98, 0.76, 2.21], [3.24, 0.01, 2.12], [-0.63, 4.53, -0.14], [-1.86, -1.69, 0.92], [-4.82, -2.89, -3.20], [-1.50, -1.41, -2.21], [-3.56, -4.53, -1.93], [-2.56, -3.61, -1.72], [-4.70, -4.17, -2.65], [2.49, 4.44, -0.72], [4.57, 0.06, -1.78], [5.02, -0.08, 0.57], [-3.84, -1.95, -2.96], [2.07, -0.09, 4.17], [3.24, 0.22, -1.46], [-3.04, 0.70, -0.51], [-2.66, -2.31, -2.27], [3.64, 0.07, 0.81], [2.07, 0.24, 2.80], [-0.11, 0.99, 2.96], [-0.19, 0.69, 4.30], [5.49, -0.08, -0.73], [0.93, 0.12, 4.92], [2.95, -0.50, 4.62], [-0.57, -1.97, -2.27], [-1.09, 0.89, 4.86], [-2.07, -1.16, 1.85], [6.54, -0.19, -0.93], [-1.03, -2.37, 1.10], [-5.52, -4.87, -2.74], [4.89, 0.03, -2.80], [-3.14, 1.25, 0.43], [-0.94, 5.39, -0.73], [2.50, 0.31, -2.24], [-0.12, 4.86, 0.76], [3.38, 3.87, -0.98], [-1.53, -0.65, -3.00], [-5.68, -2.64, -3.80], [-2.75, -2.28, 0.65], [5.70, -0.21, 1.39], [3.98, -0.30, 2.74], [-1.49, 3.92, 0.10], [-1.67, -3.88, -1.17], [-3.94, -0.95, -3.36], [2.51, 5.38, -1.27], [2.46, 4.64, 0.35], [-3.47, -5.53, -1.52], [-0.95, 1.44, 2.45], [0.92, -0.15, 5.97], [-3.01, 1.43, -1.32], [-3.92, 0.07, -0.63]],
  "mol_weight_g_mol": 717.2,
  "multiplicity": 5,
  "e_lumo_ev": [-8.450, -12.452],
  "charge": 3,
  "homo_energy_ha": [-0.595, -0.601],
  "gap_ha": [0.285, 0.144]
}

=====

# 8
{
  "formula": "C21H28BiCl3O4",
  "method": "ωB97M-V with the def2-TZVPD basis set",
  "symbols": ["Bi", "Cl", "Cl", "Cl", "O", "O", "O", "O", "C", "C", "C", "C", "C", "C", "C", "C", "C", "C", "C", "C", "C", "C", "C", "C", "C", "C", "C", "C", "C", "H", "H", "H", "H", "H", "H", "H", "H", "H", "H", "H", "H", "H", "H", "H", "H", "H", "H", "H", "H", "H", "H", "H", "H", "H", "H", "H", "H"],
  "coordinates": [[-0.48, 2.12, 0.57], [1.63, 4.15, 4.16], [-1.13, 4.44, 5.07], [-0.51, 4.57, 2.27], [-0.22, -3.53, -0.82], [-0.19, -0.45, 0.54], [-0.56, 1.64, 2.71], [-0.03, 1.64, 4.90], [2.24, 2.57, -0.57], [1.81, 3.67, -1.38], [-0.05, 3.81, 3.86], [-2.85, 2.18, -1.17], [0.06, -4.06, -3.26], [0.65, -0.87, 1.66], [-2.80, 1.63, 0.16], [2.16, 4.45, 0.75], [-0.48, -4.45, -1.91], [-1.95, -4.78, -2.03], [0.38, -5.59, -1.31], [2.42, 3.06, 0.77], [1.70, -1.80, 1.06], [0.61, -4.58, -0.21], [-2.92, 3.96, 0.29], [-2.82, 2.77, 1.08], [1.80, -1.37, -0.41], [-2.93, 3.59, -1.07], [-0.23, 2.22, 3.85], [0.47, -0.71, -0.74], [1.76, 4.82, -0.56], [2.52, 1.58, -0.93], [-2.99, 0.60, 0.45], [-2.93, 1.58, -2.09], [-0.15, -6.50, -1.04], [0.00, -4.95, -3.91], [2.67, -1.78, 1.57], [-0.03, -1.32, 2.39], [1.27, -5.81, -1.91], [-2.47, -3.94, -2.50], [-0.23, -1.31, -1.34], [2.33, 5.14, 1.58], [-3.05, 4.28, -1.91], [-2.08, -5.64, -2.69], [-3.06, 4.96, 0.69], [2.80, 2.49, 1.61], [1.59, 3.63, -2.45], [0.21, -4.88, 0.77], [1.12, 0.01, 2.12], [1.50, 5.83, -0.88], [2.04, -2.20, -1.07], [0.64, 0.22, -1.33], [1.11, -3.75, -3.21], [-0.58, -3.29, -3.72], [2.60, -0.61, -0.51], [1.32, -2.84, 1.11], [1.67, -4.28, -0.14], [-2.40, -5.02, -1.06], [-2.99, 2.69, 2.16]],
  "mol_weight_g_mol": 659.8,
  "e_lumo_ev": -0.592,
  "homo_energy_ha": -0.256,
  "gap_ha": 0.234,
  "de_lowest_kcal_mol": 24.5
}